(1)
Below is a structure of composition C5H10GaO3 at a distorted geometry, with properties calculated with the ωB97M-V functional and the def2-TZVPD basis.

2S+1: 2
Net charge: +2
HOMO-LUMO gap (alpha / beta): 0.318 / 0.315 hartree
⟨S²⟩: 0.753
Total energy: -2346.213953 hartree
HOMO (alpha / beta): -18.34 / -19.92 eV
ΔE to the lowest compared entry with this formula, charge and spin: 34.1 kcal per mole

Last column: Löwdin charge in e.
Positions of all 19 atoms, in Å:
O1 -2.7936 -0.0033 0.5478  -0.004
C1 -2.5861 1.1070 1.2046  0.001
C2 -1.1874 1.5165 1.4489  -0.058
O2 -0.3541 0.8028 0.5822  -0.268
C3 0.7069 1.1707 -0.2740  -0.073
C4 1.4637 -0.1073 -0.5510  -0.107
O3 0.5181 -1.1609 -0.7656  -0.278
C5 1.0874 -2.3305 -1.3550  0.007
Ga1 -1.0419 -1.0267 0.4251  1.054
H1 -3.3946 1.6066 1.7499  0.183
H2 -1.0177 2.5727 1.1732  0.187
H3 1.3558 1.9130 0.2079  0.175
H4 0.2262 1.5464 -1.1892  0.168
H5 2.1111 -0.3801 0.2955  0.166
H6 2.0904 0.0189 -1.4442  0.173
H7 0.3043 -3.0938 -1.3860  0.118
H8 1.4208 -2.1014 -2.3751  0.132
H9 1.9458 -2.6669 -0.7577  0.131
H10 -0.8552 0.6163 2.4626  0.295

=====

(2)
Below is an isolated molecule of C3H10N4O at a distorted geometry, with properties calculated with the ωB97M-V functional and the def2-TZVPD basis.

HOMO-LUMO gap: 0.346 hartree
Total energy: -414.444671 hartree
HOMO: -8.48 eV
ΔE to the lowest compared entry with this formula, charge and spin: 105.8 kcal per mole

Last column: Löwdin charge in e.
Positions of all 18 atoms, in Å:
C1 -0.5584 2.1360 0.3952  -0.090
N1 -0.6012 0.7125 0.7514  -0.150
N2 0.8288 0.3510 1.3405  0.077
N3 -0.5688 -0.0769 -0.3848  -0.151
C2 -1.4684 -1.2184 -0.2828  -0.107
C3 1.0416 -0.3056 -0.5763  -0.547
N4 1.3577 -1.6264 -0.8567  0.139
O1 1.7542 0.5818 -1.0222  -0.002
H1 -0.5238 2.7384 1.3064  0.077
H2 0.2692 2.4007 -0.2686  0.071
H3 -1.4846 2.3688 -0.1367  0.082
H4 1.6425 0.9663 1.2679  0.106
H5 0.7877 -0.4912 1.9088  0.097
H6 -1.5541 -1.6635 -1.2768  0.077
H7 -2.4532 -0.9150 0.0827  0.082
H8 -1.0984 -1.9909 0.4068  0.072
H9 0.6044 -2.2719 -1.0396  0.065
H10 2.0247 -1.6957 -1.6151  0.103

=====

(3)
Below is an isolated molecule of C31H32N4O4 at a distorted geometry, with properties calculated with the ωB97M-V functional and the def2-TZVPD basis.

HOMO-LUMO gap: 0.330 hartree
Total energy: -1720.535789 hartree
HOMO: -8.40 eV
ΔE to the lowest compared entry with this formula, charge and spin: 39.2 kcal per mole

Last column: Löwdin charge in e.
Positions of all 71 atoms, in Å:
C1 -0.6231 -7.8178 -1.6053  -0.094
C2 -1.2435 -6.6202 -0.8977  -0.155
C3 -1.9824 -5.7275 -1.8724  -0.439
O1 -2.0293 -5.9556 -3.0743  0.037
N1 -2.5832 -4.6453 -1.3391  0.012
C4 -2.6136 -4.3083 0.0668  -0.051
C5 -3.4253 -3.0061 0.1516  -0.380
C6 -2.5847 -1.7251 0.2483  -0.015
C7 -3.1187 -1.1380 1.5311  -0.218
C8 -2.6923 0.1248 2.1012  -0.154
C9 -3.3343 0.6351 3.2310  -0.028
C10 -2.9329 1.8453 3.7605  -0.074
C11 -1.8919 2.5518 3.1845  -0.028
C12 -1.2369 2.0442 2.0640  -0.208
N2 -0.1879 2.7958 1.5203  0.131
C13 0.7380 2.4159 0.5916  -0.474
O2 0.7885 1.3161 0.0891  0.080
C14 1.6968 3.5363 0.2151  -0.055
C15 3.0991 2.9914 -0.1265  -0.217
C16 3.9586 2.9117 1.1199  -0.168
C17 3.4531 2.2988 2.2624  -0.029
C18 4.2094 2.2123 3.4165  -0.079
C19 5.4911 2.7349 3.4492  -0.096
C20 6.0098 3.3317 2.3146  -0.079
C21 5.2513 3.4177 1.1593  -0.026
C22 3.7335 3.8071 -1.2238  -0.226
C23 3.8335 5.1905 -1.1168  -0.051
C24 4.4099 5.9361 -2.1287  -0.079
C25 4.8958 5.3096 -3.2642  -0.093
C26 4.8028 3.9338 -3.3794  -0.080
C27 4.2253 3.1891 -2.3653  -0.026
C28 -1.6447 0.8338 1.5183  0.052
N3 -3.9974 -1.8810 2.0825  0.131
O3 -4.2231 -3.0076 1.3547  -0.055
C29 -4.3313 -3.0884 -1.0846  -0.024
C30 -3.4680 -3.7868 -2.1260  -0.154
C31 -2.6813 -2.7691 -2.9869  -0.484
N4 -1.9315 -3.3529 -3.9273  0.192
O4 -2.7733 -1.5699 -2.8307  0.054
H1 -0.1007 -8.4500 -0.8919  0.073
H2 -1.3946 -8.4028 -2.0986  0.078
H3 0.0799 -7.4834 -2.3635  0.078
H4 -1.9438 -6.9562 -0.1290  0.119
H5 -0.4667 -6.0308 -0.4043  0.120
H6 -1.6040 -4.1891 0.4695  0.133
H7 -3.1319 -5.0806 0.6489  0.140
H8 -2.7429 -1.0662 -0.6056  0.119
H9 -1.5158 -1.9307 0.3261  0.136
H10 -4.1415 0.0708 3.6682  0.109
H11 -3.4315 2.2469 4.6299  0.105
H12 -1.5823 3.4995 3.6031  0.109
H13 -0.0881 3.7190 1.9192  0.141
H14 1.7558 4.2851 1.0064  0.123
H15 1.2769 4.0101 -0.6773  0.139
H16 2.9534 1.9682 -0.4975  0.144
H17 2.4619 1.8699 2.2473  0.108
H18 3.7970 1.7323 4.2923  0.103
H19 6.0823 2.6705 4.3507  0.099
H20 7.0125 3.7338 2.3246  0.102
H21 5.6757 3.8812 0.2814  0.111
H22 3.4665 5.6866 -0.2298  0.120
H23 4.4816 7.0098 -2.0309  0.102
H24 5.3454 5.8922 -4.0547  0.100
H25 5.1798 3.4380 -4.2620  0.102
H26 4.1537 2.1152 -2.4609  0.116
H27 -1.1395 0.4527 0.6480  0.102
H28 -4.6463 -2.1045 -1.4268  0.131
H29 -5.2094 -3.6837 -0.8334  0.134
H30 -4.0484 -4.4128 -2.8138  0.162
H31 -1.3693 -2.7788 -4.5340  0.119
H32 -1.8830 -4.3671 -3.9801  0.072

=====

(4)
Below is an isolated molecule of C4H6O2 at a distorted geometry, with properties calculated with the ωB97M-V functional and the def2-TZVPD basis.

HOMO-LUMO gap: 0.403 hartree
Total energy: -306.332170 hartree
HOMO: -10.00 eV
ΔE to the lowest compared entry with this formula, charge and spin: 109.3 kcal per mole

Last column: Löwdin charge in e.
Positions of all 12 atoms, in Å:
O1 -1.4574 0.1297 1.8279  0.064
C1 -1.6931 -0.3089 0.7319  -0.252
C2 -0.7688 -0.1892 -0.4544  -0.109
C3 0.5174 0.5058 -0.1203  -0.441
C4 1.7031 -0.2558 0.2849  0.071
O2 1.4854 0.6021 -1.1345  -0.098
H1 -2.6450 -0.8412 0.5290  0.121
H2 -1.2932 0.3500 -1.2514  0.131
H3 -0.5634 -1.1966 -0.8358  0.132
H4 0.4137 1.5046 0.2966  0.154
H5 2.3650 0.3075 0.9675  0.090
H6 1.9363 -0.6081 -0.8414  0.137

=====

(5)
Below is an isolated molecule of C5H14BN at a distorted geometry, with properties calculated with the ωB97M-V functional and the def2-TZVPD basis.

HOMO-LUMO gap: 0.361 hartree
Total energy: -278.498580 hartree
HOMO: -9.05 eV
ΔE to the lowest compared entry with this formula, charge and spin: 40.1 kcal per mole

Last column: Löwdin charge in e.
Positions of all 21 atoms, in Å:
C1 -2.0083 1.0825 -0.7010  -0.082
C2 -1.4872 0.1776 0.5027  -0.173
B1 -0.1736 -0.6300 0.1700  -0.441
C3 -0.4046 -2.1703 0.1541  -0.036
N1 1.0043 0.2060 -0.0436  -0.138
C4 1.1660 1.5891 0.3554  -0.101
C5 2.2535 -0.5179 -0.3960  -0.046
H1 -2.2465 0.4417 -1.5124  0.052
H2 -2.8790 1.6359 -0.3608  0.070
H3 -1.1539 1.6586 -0.9901  0.041
H4 -1.3947 0.9251 1.2195  0.053
H5 -2.2835 -0.4689 0.8981  0.093
H6 -0.3692 -2.6156 1.1862  0.086
H7 0.2274 -2.8957 -0.4156  0.054
H8 -1.3281 -2.5788 -0.3026  0.066
H9 0.2488 2.1711 0.3925  0.067
H10 1.6912 1.6769 1.3487  0.104
H11 1.7712 2.2725 -0.2462  0.082
H12 1.9493 -1.5274 -0.4479  0.039
H13 2.5539 0.0270 -1.3416  0.114
H14 2.8629 -0.4594 0.5306  0.097

=====

(6)
Below is an isolated molecule of C2H5N3OS at a distorted geometry, with properties calculated with the ωB97M-V functional and the def2-TZVPD basis.

HOMO-LUMO gap: 0.322 hartree
Total energy: -716.863070 hartree
HOMO: -8.52 eV
ΔE to the lowest compared entry with this formula, charge and spin: 48.7 kcal per mole

Last column: Löwdin charge in e.
Positions of all 12 atoms, in Å:
N1 2.1037 1.4036 0.0234  0.051
N2 0.7974 0.9582 -0.0054  -0.039
C1 0.3323 -0.2545 -0.0523  -0.446
O1 0.7690 -1.3650 0.0569  0.064
C2 -1.4444 -0.1750 -0.1703  -0.773
N3 -1.8714 -1.4731 -0.0429  0.054
S1 -2.2684 1.2026 -0.0414  0.661
H1 2.6881 1.0832 -0.7405  0.088
H2 2.6441 0.9210 0.7306  0.088
H3 0.2109 1.6627 -0.3526  0.063
H4 -1.2088 -2.1775 0.2395  0.082
H5 -2.7525 -1.7862 0.3549  0.106

=====

Please write out number 4 again, unchanged.
Below is an isolated molecule of C4H6O2 at a distorted geometry, with properties calculated with the ωB97M-V functional and the def2-TZVPD basis.

HOMO-LUMO gap: 0.403 hartree
Total energy: -306.332170 hartree
HOMO: -10.00 eV
ΔE to the lowest compared entry with this formula, charge and spin: 109.3 kcal per mole

Last column: Löwdin charge in e.
Positions of all 12 atoms, in Å:
O1 -1.4574 0.1297 1.8279  0.064
C1 -1.6931 -0.3089 0.7319  -0.252
C2 -0.7688 -0.1892 -0.4544  -0.109
C3 0.5174 0.5058 -0.1203  -0.441
C4 1.7031 -0.2558 0.2849  0.071
O2 1.4854 0.6021 -1.1345  -0.098
H1 -2.6450 -0.8412 0.5290  0.121
H2 -1.2932 0.3500 -1.2514  0.131
H3 -0.5634 -1.1966 -0.8358  0.132
H4 0.4137 1.5046 0.2966  0.154
H5 2.3650 0.3075 0.9675  0.090
H6 1.9363 -0.6081 -0.8414  0.137